Computed, not measured: one molecule with the formula C19H20N2O3, with ωB97M-V/def2-TZVPD.

Values from the calculation:
LUMO	0.59	eV
Kohn-Sham gap	9.34	eV
highest occupied orbital energy	-8.76	eV
energy relative to the best compared isomer or geometry (same formula, charge and spin)	386.3	kJ/mol

Geometry as ORCA input:
```
! RIJCOSX wB97M-V def2-TZVPD def2/J DEFGRID3
* xyz 0 1
C 1.12648 3.21948 -1.77269
H 0.68907 4.03322 -2.36216
O 0.19759 2.71018 -0.84537
C -0.22096 3.66803 0.09883
C -1.28157 3.10548 1.04815
O -1.70622 3.74353 1.97777
N -1.67700 1.85032 0.70436
N -2.61546 1.19085 1.41198
C -3.00229 0.03246 1.06666
C -2.61815 -0.75785 -0.11415
C -2.65214 -0.18359 -1.38449
C -2.38302 -0.93050 -2.51567
C -2.08091 -2.27596 -2.39436
C -2.03204 -2.86146 -1.14333
C -2.29103 -2.11735 0.00179
O -2.24483 -2.77657 1.20519
C -1.35244 -2.25200 2.18817
C 0.04653 -2.18509 1.65929
C 0.68940 -1.04269 1.43428
C 2.02186 -0.91009 0.85905
C 2.38979 0.30559 0.28140
C 3.63671 0.46767 -0.29137
C 4.54613 -0.57689 -0.28590
C 4.19778 -1.78513 0.29566
C 2.94862 -1.95261 0.86164
H 2.69562 -2.89323 1.32661
H 4.90679 -2.60017 0.31018
H 5.52332 -0.44913 -0.72769
H 3.90472 1.41313 -0.74084
H 1.67934 1.11867 0.27016
H 0.19948 -0.10685 1.67821
H 0.48096 -3.13684 1.38849
H -1.67964 -1.26380 2.53302
H -1.42481 -2.96253 3.01675
H -1.79805 -3.90865 -1.02898
H -1.87827 -2.86928 -3.27314
H -2.42123 -0.46486 -3.48868
H -2.94698 0.85166 -1.48606
H -3.72955 -0.41512 1.73354
H -1.23039 1.41503 -0.10422
H -0.65681 4.54636 -0.40162
H 0.62646 4.02157 0.70535
H 1.39233 2.39269 -2.42810
H 2.02482 3.59232 -1.26767
*
```